No. 1
This record from the Open Molecules 2025 dataset describes 6 unconnected molecules or ions with the total composition C32H39F5IN2O17P. The level of theory is ωB97M-V/def2-TZVPD.

```
97
Properties=species:S:1:pos:R:3:lowdin_charge:R:1
C 6.4433 -0.9585 -0.6918 -0.127
C 5.3072 0.1769 -1.0059 -0.248
C 3.8826 -0.5768 -0.7556 -0.216
C 2.7086 0.5110 -0.4814 -0.205
C 1.9502 0.7513 -1.8901 -0.202
C 0.4922 0.0039 -1.8034 -0.185
C -0.6195 1.1239 -2.1095 -0.226
C -1.4066 1.6414 -0.7735 -0.190
C -2.6569 2.5096 -1.2956 -0.183
C -4.0906 1.9690 -0.8470 -0.071
C -5.0987 3.0519 -0.3140 -0.006
C -6.5497 2.6518 0.1117 -0.113
C -6.9534 1.1678 -0.0094 -0.560
I -9.0099 0.6300 0.5439 0.789
C -5.9833 0.0140 -0.5203 -0.215
N -6.5461 -1.3099 -0.5650 0.049
C -5.5256 -2.1902 -1.0343 -0.347
P -6.0312 -4.0461 -1.1769 0.880
O -5.0120 -5.0200 -0.1973 -0.348
O -5.8130 -4.5084 -2.8319 -0.332
C -4.0760 -1.8262 -1.4754 -0.063
N -3.5954 -0.4846 -1.4499 0.084
C -4.5575 0.4570 -0.9410 -0.113
H 7.5011 -0.5363 -0.7719 0.072
H 6.2579 -1.8062 -1.4367 0.078
H 6.1987 -1.3165 0.3914 0.048
H 5.4506 1.0837 -0.3244 0.097
H 5.3791 0.5357 -2.1000 0.104
H 3.9538 -1.3552 0.0802 0.102
H 3.6742 -1.1511 -1.7330 0.106
H 3.1868 1.5057 -0.1617 0.098
H 1.9827 0.2008 0.3488 0.100
H 2.5612 0.3650 -2.7948 0.107
H 1.8505 1.8815 -2.0300 0.096
H 0.4949 -0.7320 -2.6999 0.106
H 0.3463 -0.5671 -0.8271 0.102
H -1.4484 0.7247 -2.8135 0.099
H -0.2111 2.0658 -2.6306 0.086
H -1.7025 0.7355 -0.1242 0.101
H -0.6360 2.2501 -0.1659 0.117
H -2.5889 2.6675 -2.4336 0.111
H -2.5324 3.5656 -0.8362 0.104
H -4.7950 4.1501 -0.2616 0.100
H -7.3305 3.4081 0.4839 0.090
H -4.9451 -4.6486 0.7183 0.065
H -4.8861 -4.8729 -2.8910 0.057
H -3.3456 -2.6365 -1.8386 0.116
C -11.0235 0.0507 -2.6799 -0.109
C -11.2113 -0.0244 -4.1610 -0.325
O -12.5938 0.2170 -4.3240 0.139
C -12.9496 1.0105 -3.2739 -0.530
O -13.9684 1.6357 -3.2187 0.169
O -11.9981 1.0102 -2.2969 0.061
F -10.9334 -1.2663 -4.6246 0.078
H -11.2331 -0.8990 -2.1794 0.148
H -10.0201 0.3785 -2.4033 0.087
H -10.6393 0.7181 -4.7253 0.176
C 6.7253 -1.7576 4.9826 -0.071
C 5.4157 -1.2970 4.4265 -0.310
O 5.6174 -1.3646 3.0292 0.137
C 6.5284 -2.3599 2.8427 -0.517
O 6.7430 -2.8855 1.7859 0.134
O 7.1597 -2.6912 4.0022 0.084
F 5.1676 -0.0086 4.7637 0.077
H 7.4569 -0.9511 5.0643 0.127
H 6.6190 -2.2339 5.9582 0.149
H 4.5629 -1.9230 4.7055 0.179
C -0.8638 4.2346 -5.6313 -0.062
C -0.8371 5.7270 -5.5459 -0.324
O -1.3843 5.9875 -4.2696 0.146
C -1.0662 4.9019 -3.5102 -0.522
O -1.1249 4.8772 -2.3145 0.159
O -0.6658 3.8494 -4.2787 0.054
F -1.6431 6.2821 -6.4816 0.080
H -1.8257 3.8493 -5.9816 0.150
H -0.0737 3.8396 -6.2718 0.145
H 0.1637 6.1637 -5.6128 0.177
C 5.7876 -7.2305 1.2216 -0.068
C 5.3696 -5.8783 0.7420 -0.326
O 4.3672 -5.5013 1.6633 0.138
C 4.6914 -6.1306 2.8269 -0.531
O 4.2346 -5.8440 3.8964 0.159
O 5.6064 -7.1223 2.6264 0.076
F 4.8139 -5.9508 -0.4921 0.076
H 5.1515 -8.0313 0.8333 0.147
H 6.8260 -7.4575 0.9756 0.144
H 6.1705 -5.1332 0.7457 0.161
C 5.7380 3.0487 8.4831 -0.067
C 5.4434 3.4511 7.0737 -0.323
O 6.4166 2.7496 6.3275 0.147
C 6.6843 1.6255 7.0475 -0.516
O 7.2514 0.6662 6.6098 0.154
O 6.2208 1.7223 8.3254 0.081
F 5.6389 4.7790 6.8962 0.080
H 6.5146 3.6654 8.9443 0.149
H 4.8503 3.0707 9.1170 0.144
H 4.4438 3.1741 6.7261 0.178
```

Properties
- SMILES: CCCCCCCCCc1ccc(I)c2nc(P(O)O)cnc12.O=C1OC[C@@H](F)O1.O=C1OC[C@@H](F)O1.O=C1OC[C@@H](F)O1.O=C1OC[C@@H](F)O1.O=C1OC[C@@H](F)O1

***

No. 2
This record from the Open Molecules 2025 dataset describes a molecular structure, C32H40AgFN4O4. The level of theory is ωB97M-V/def2-TZVPD.

```
82
Properties=species:S:1:pos:R:3:lowdin_charge:R:1
Ag -1.8183 -3.1319 -0.0909 0.761
F 4.2650 -1.1231 -0.6222 0.048
C 3.1443 -0.8031 -1.3253 -0.208
C 2.1531 -1.7331 -1.4668 0.081
C 0.9639 -1.3951 -2.1040 -0.044
C -0.1311 -2.3852 -2.1490 -0.335
O -0.0147 -3.4519 -1.5338 -0.018
C -1.2850 -1.9903 -2.9230 -0.044
C -1.3450 -0.7361 -3.4141 0.037
N -0.3841 0.2305 -3.2383 0.007
C -0.6441 1.5839 -3.6573 -0.266
C -0.7279 2.6433 -2.5935 -0.099
C -1.9650 2.1935 -3.3092 -0.075
C 0.7945 -0.1009 -2.6152 -0.127
C 1.8412 0.8196 -2.4952 0.052
C 3.0032 0.4891 -1.8292 -0.169
N 3.9752 1.5211 -1.6418 -0.122
C 3.5949 2.6076 -0.7429 -0.113
C 4.2178 3.9078 -1.3005 -0.071
N 5.2417 3.4751 -2.3076 0.032
C 6.1863 2.4886 -1.6898 -0.068
C 5.3770 1.1869 -1.4495 -0.131
C -2.5158 -2.8852 -3.1247 -0.665
O -2.9570 -2.9310 -4.2732 0.004
O -2.9727 -3.4153 -2.0760 -0.089
H 2.2520 -2.7221 -1.0387 0.143
H -2.2088 -0.4196 -3.9833 0.150
H -0.2108 1.8530 -4.6155 0.149
H -0.3262 3.6235 -2.8179 0.096
H -0.6117 2.3131 -1.5683 0.112
H -2.4141 2.8521 -4.0389 0.108
H -2.6600 1.5864 -2.7505 0.089
H 1.7352 1.8142 -2.9072 0.113
H 3.9570 2.4227 0.2750 0.135
H 2.5130 2.6910 -0.6962 0.129
H 4.7200 4.4937 -0.5341 0.132
H 3.4949 4.5343 -1.8200 0.133
H 5.7077 4.2549 -2.7654 0.183
H 4.6953 2.9178 -2.9832 0.180
H 6.5484 2.9265 -0.7623 0.132
H 7.0262 2.3428 -2.3645 0.132
H 5.5936 0.8170 -0.4444 0.127
H 5.6646 0.4180 -2.1629 0.138
C -1.4491 -2.8947 5.2774 -0.083
C -2.5592 -2.7254 4.2401 -0.206
C -2.2446 -3.3950 2.9793 -0.179
N -1.9927 -3.9232 1.9908 0.120
H -1.7643 -2.4504 6.2200 0.078
H -0.5440 -2.3867 4.9470 0.061
H -1.2179 -3.9460 5.4465 0.077
H -2.7134 -1.6673 4.0144 0.063
H -3.5067 -3.1275 4.6031 0.123
C -3.9057 0.6662 -0.3611 -0.080
C -4.2670 -0.0711 0.9289 -0.371
C -4.7350 -1.4913 0.6073 -0.061
C -3.1553 -0.0043 1.9605 -0.145
C -3.4710 0.4606 3.2298 -0.079
C -2.5274 0.5650 4.2459 -0.141
C -1.2153 0.2203 3.9479 -0.098
C -0.8400 -0.2369 2.6913 -0.157
C 0.6231 -0.5353 2.4406 -0.363
C 1.2065 0.4272 1.4048 -0.069
C 0.9016 -1.9866 2.0440 -0.062
C -1.8107 -0.3877 1.6492 -0.348
O -1.4930 -0.8826 0.4959 -0.167
H -4.7745 0.7371 -1.0211 0.078
H -3.1137 0.1206 -0.8750 0.054
H -3.5516 1.6772 -0.1419 0.080
H -5.1192 0.4487 1.3811 0.120
H -3.9791 -2.0420 0.0448 0.033
H -5.6339 -1.4656 -0.0127 0.080
H -4.9661 -2.0469 1.5194 0.076
H -4.5000 0.7448 3.4316 0.106
H -2.8034 0.9199 5.2303 0.090
H -0.4510 0.3146 4.7152 0.105
H 1.1405 -0.3466 3.3890 0.122
H 0.6987 0.2830 0.4491 0.065
H 2.2772 0.2382 1.2740 0.063
H 1.0686 1.4649 1.7249 0.079
H 0.3796 -2.2347 1.1197 0.043
H 0.5610 -2.6738 2.8211 0.062
H 1.9743 -2.1507 1.8984 0.075
```

***

Table of orbital gap (eV), in record order: 7.107; 4.459
Table of energy above the lowest of the compared OMol25 structures with the same formula, charge and spin (kcal/mol), in record order: 170.7; 10.2
Table of E_HOMO (eV), in record order: -8.4322; -6.0109